No. 1
Here is a molecular structure, C41H37N2ORhS2Sb2 from the Open Molecules 2025 dataset. Energies are from wB97M-V/def2-TZVPD.

```
! wB97M-V def2-TZVPD RIJCOSX def2/J DEFGRID3
* xyz 2 5
Rh -0.2455 -1.0153 -0.8797
C -0.6166 -4.3118 0.7020
C -0.5292 -3.4079 1.9257
C 0.3449 -2.1657 1.7735
Sb 0.6789 -1.3532 3.8171
C 0.9815 0.7616 3.4786
C 1.4399 1.2102 2.2488
C 1.6478 2.5679 2.0360
C 1.4148 3.4717 3.0613
C 0.9850 3.0181 4.3012
C 0.7738 1.6627 4.5168
C -1.4178 -1.3506 4.3466
C -2.2606 -0.3799 3.8137
C -3.6142 -0.4007 4.1244
C -4.1219 -1.3840 4.9613
C -3.2771 -2.3443 5.4987
C -1.9210 -2.3286 5.1944
Sb -1.5715 -3.2809 -0.9608
C -3.5918 -3.1047 -0.2349
C -4.0404 -1.8800 0.2415
C -5.3174 -1.7794 0.7744
C -6.1432 -2.8940 0.8122
C -5.6981 -4.1095 0.3111
C -4.4225 -4.2204 -0.2204
C -0.6475 -0.7806 -2.8583
C 0.3414 -0.7138 -3.8351
C -0.0048 -0.5382 -5.1707
C -1.3356 -0.4463 -5.5508
C -2.3292 -0.5539 -4.5894
C -1.9894 -0.7222 -3.2494
H -1.2126 -5.2020 0.9063
H 0.3696 -4.6301 0.3622
H -0.1001 -4.0197 2.7272
H -1.5325 -3.1198 2.2503
H -0.1495 -1.3861 1.1281
H 1.3246 -2.4103 1.3614
H 1.6377 0.5090 1.4509
H 1.9916 2.9090 1.0646
H 1.5878 4.5282 2.9007
H 0.8183 3.7211 5.1070
H 0.4490 1.3177 5.4914
H -1.8636 0.3990 3.1770
H -4.2653 0.3667 3.7220
H -5.1763 -1.3917 5.2058
H -3.6673 -3.1021 6.1657
H -1.2640 -3.0755 5.6249
H -3.3999 -1.0083 0.2246
H -5.6619 -0.8268 1.1549
H -7.1406 -2.8124 1.2232
H -6.3440 -4.9771 0.3301
H -4.0819 -5.1711 -0.6124
H 1.3841 -0.8117 -3.5700
H 0.7761 -0.4881 -5.9185
H -1.5908 -0.3190 -6.5943
H -3.3731 -0.5290 -4.8773
H -2.7903 -0.8217 -2.5215
C 8.4596 3.7334 -4.0536
C 8.4271 2.3623 -3.4823
O 8.5874 1.3199 -4.0135
S 8.1018 2.4353 -1.6080
C 6.6441 1.5103 -1.4456
C 6.2038 0.5299 -2.3647
C 4.9664 -0.0294 -2.2156
C 4.1290 0.3536 -1.1358
C 4.6308 1.2378 -0.1461
C 5.8607 1.8061 -0.3019
C 2.8066 -0.0963 -1.0726
C 1.6219 -0.4193 -1.0589
H 8.7260 3.6850 -5.1075
H 9.1803 4.3471 -3.5098
H 7.4813 4.2020 -3.9363
H 6.8432 0.2137 -3.1728
H 4.6173 -0.7646 -2.9271
H 4.0181 1.4758 0.7133
H 6.2352 2.5114 0.4290
S -1.4370 0.8876 0.2242
C -2.0678 2.1718 -0.6880
N -1.8794 2.2477 -2.0359
C -2.4010 3.2486 -2.7709
C -3.1100 4.2343 -2.1534
C -3.2396 4.1333 -0.7583
N -2.7407 3.1347 -0.0586
H -1.3593 1.4970 -2.4858
H -2.2246 3.2153 -3.8373
H -3.5488 5.0494 -2.7069
H -3.7700 4.8916 -0.1933
*
```

Output
LUMO (spin up / spin down) ... -5.2841 / -8.4280 eV
Frontier orbital gap (spin up / spin down) ... 7.0 / 3.8 eV
HOMO energy (spin up / spin down) ... -12.27 / -12.28 eV
Expectation value of S² ... 6.053

Atomic partial charges in e from the Löwdin method, atoms 1 to 8:
1 Rh 0.502
2 C -0.383
3 C -0.399
4 C -0.421
5 Sb 1.495
6 C -0.416
7 C -0.187
8 C -0.107

No. 2
Here is C18H20N2O5 in the gas phase from the Open Molecules 2025 dataset. Energies are from wB97M-V/def2-TZVPD.

```
! wB97M-V def2-TZVPD RIJCOSX def2/J DEFGRID3
* xyz 0 1
C 2.7255 1.4205 1.9022
C 2.4681 0.0730 2.5659
C 1.3860 -0.7691 1.8801
C 1.3102 -2.1463 2.5404
C 0.0173 -0.0649 1.9236
N -0.0726 0.9457 0.8876
C -1.2815 1.4506 0.5717
O -2.2738 1.3008 1.2599
C -1.2893 2.2593 -0.6937
C -1.4395 3.6383 -0.6326
C -1.5138 4.3903 -1.7910
C -1.4571 3.7648 -3.0253
C -1.3205 2.3907 -3.0986
C -1.2293 1.6322 -1.9382
N -1.1083 0.2210 -2.0511
C 0.0154 -0.4827 -1.7903
O 1.0687 0.0268 -1.4298
C -0.1254 -1.9287 -1.9751
C 0.7597 -2.9351 -1.6821
C 0.0986 -4.1407 -1.9941
C -1.1337 -3.7817 -2.4536
O -1.2785 -2.4527 -2.4490
C -1.1217 -1.0562 1.6958
O -1.4363 -1.4965 0.6202
O -1.7180 -1.4075 2.8299
H 3.5789 1.9062 2.3708
H 2.9448 1.2880 0.8455
H 1.8655 2.0768 1.9988
H 2.1904 0.2272 3.6113
H 3.3959 -0.5036 2.5548
H 1.6519 -0.9001 0.8258
H 2.2995 -2.5964 2.5765
H 0.6581 -2.8117 1.9793
H 0.9319 -2.0633 3.5571
H -0.1477 0.3959 2.9049
H 0.6366 0.9171 0.1591
H -1.5030 4.1131 0.3348
H -1.6238 5.4625 -1.7314
H -1.5218 4.3465 -3.9326
H -1.2800 1.8934 -4.0566
H -1.9262 -0.2970 -2.3378
H 1.7491 -2.8123 -1.2930
H 0.4830 -5.1345 -1.8904
H -1.9631 -4.3648 -2.8038
H -2.4703 -1.9948 2.6541
*
```

Output
LUMO ... 0.7770 eV
SMILES string ... CC[C@@H](C)[C@@H](NC(=O)c1ccccc1NC(=O)c1ccco1)C(=O)O
Frontier orbital gap ... 9.7 eV
HOMO energy ... -8.97 eV

Atomic partial charges in e from the Löwdin method, atoms 1 to 8:
1 C -0.097
2 C -0.220
3 C -0.318
4 C -0.050
5 C -0.177
6 N 0.133
7 C -0.439
8 O 0.107

No. 3
Here is a molecular structure, CH2CsLiO3 from the Open Molecules 2025 dataset. Energies are from wB97M-V/def2-TZVPD.

```
! wB97M-V def2-TZVPD RIJCOSX def2/J DEFGRID3
* xyz 0 1
O -3.0112 0.7751 -0.1396
C -1.7123 0.3360 -0.2604
O -0.8123 1.1144 -0.6026
O -1.5542 -0.7955 0.2865
H -3.1122 1.6698 -0.4848
Cs 2.0583 -0.5630 0.2464
Li -3.4178 -1.2912 0.5938
H -4.5244 -2.2395 -0.4225
*
```

Output
LUMO ... -1.2617 eV
Frontier orbital gap ... 4.2 eV
HOMO energy ... -5.48 eV

The net atomic charges from Löwdin, expressed in e, are:
1 O -0.002
2 C -0.844
3 O -0.076
4 O -0.194
5 H 0.113
6 Cs 0.960
7 Li 0.318
8 H -0.274

No. 4
Here is a molecular structure, C5H10MgO3 from the Open Molecules 2025 dataset. Energies are from wB97M-V/def2-TZVPD.

```
! wB97M-V def2-TZVPD RIJCOSX def2/J DEFGRID3
* xyz 1 2
O -0.9431 -1.0636 1.8289
C -1.6853 0.0658 1.5251
C -1.4711 0.6277 0.1572
O -0.8046 -0.2397 -0.6799
C -0.1270 0.2429 -1.8445
C 1.3415 0.4093 -1.5188
O 1.7658 -0.7738 -0.8288
C 3.1820 -0.9632 -0.8097
Mg 0.4341 -1.4032 0.5700
H -2.7515 -0.2347 1.5982
H -1.3485 1.6897 -0.0680
H -0.5612 1.1900 -2.1859
H -0.2690 -0.5250 -2.6134
H 1.5249 1.2824 -0.8747
H 1.9173 0.5219 -2.4471
H 3.4120 -1.6462 0.0136
H 3.4998 -1.4117 -1.7597
H 3.6859 0.0009 -0.6573
H -1.2410 0.8876 2.2499
*
```

Output
LUMO (spin up / spin down) ... -4.8330 / -4.8311 eV
Frontier orbital gap (spin up / spin down) ... 6.2 / 8.0 eV
HOMO energy (spin up / spin down) ... -11.06 / -12.79 eV
Expectation value of S² ... 0.754

Atomic partial charges in e from the Löwdin method, atoms 1 to 8:
1 O -0.338
2 C -0.346
3 C -0.070
4 O -0.193
5 C -0.119
6 C -0.139
7 O -0.280
8 C -0.024

No. 5
Here is 3 unconnected molecules or ions with the total composition C7H8N3 from the Open Molecules 2025 dataset. Energies are from wB97M-V/def2-TZVPD.

```
! wB97M-V def2-TZVPD RIJCOSX def2/J DEFGRID3
* xyz 1 1
C 0.1012 -2.2288 -2.4509
C 1.1332 -1.3495 -2.3937
C -0.9003 -2.1413 -1.4775
C 1.1861 -0.2801 -1.5258
C -1.0001 -1.0256 -0.6122
C 0.1359 -0.2414 -0.6921
C 0.2856 1.4538 1.2483
N 0.4844 3.1993 5.2128
N 0.0329 3.0916 4.2282
N -0.7445 1.8692 1.7952
H 0.0667 -3.2551 -2.7865
H 2.0374 -1.4323 -3.0747
H -1.6846 -2.8345 -1.3749
H 1.9029 0.4190 -1.5762
H -1.8031 -0.7655 -0.0188
H 1.3948 1.5608 1.3566
H -0.8958 2.2358 2.7930
H -1.7326 1.7247 1.3491
*
```

Output
LUMO (spin up / spin down) ... -4.9234 / -4.9270 eV
Frontier orbital gap (spin up / spin down) ... 8.5 / 8.5 eV
HOMO energy (spin up / spin down) ... -13.47 / -13.47 eV

Atomic partial charges in e from the Löwdin method, atoms 1 to 8:
1 C -0.052
2 C -0.066
3 C -0.037
4 C -0.069
5 C -0.037
6 C 0.073
7 C 0.073
8 N 0.107

No. 6
Here is 2 unconnected molecules or ions with the total composition C5H13N2O from the Open Molecules 2025 dataset. Energies are from wB97M-V/def2-TZVPD.

```
! wB97M-V def2-TZVPD RIJCOSX def2/J DEFGRID3
* xyz 0 2
C 1.0368 2.2115 1.2136
C 0.9962 1.3115 2.2300
N 1.1342 1.9018 3.5711
N 1.1504 1.9704 -0.1329
H 1.1418 3.2698 1.4663
H 0.8494 0.2167 2.1700
H 1.8147 1.3091 4.0833
H 0.2403 1.7761 4.0376
H 1.1809 2.8091 -0.6987
H 1.0070 1.0313 -0.5792
C -0.0437 -0.9394 -2.1901
O 0.4250 -0.3626 -1.0317
C -1.5031 -1.4191 -1.9361
C -1.4832 -2.4404 -0.7702
H 0.5505 -1.8592 -2.4828
H -0.0460 -0.2695 -3.0833
H -1.9385 -1.8823 -2.8586
H -2.1428 -0.5339 -1.6475
H -2.4918 -2.6610 -0.3828
H -0.8890 -2.0332 0.0696
H -0.9892 -3.4067 -1.0476
*
```

Output
LUMO (spin up / spin down) ... 0.9704 / -2.3426 eV
Frontier orbital gap (spin up / spin down) ... 8.4 / 4.8 eV
HOMO energy (spin up / spin down) ... -7.44 / -7.17 eV
Expectation value of S² ... 0.756

Atomic partial charges in e from the Löwdin method, atoms 1 to 8:
1 C -0.227
2 C -0.220
3 N -0.044
4 N 0.047
5 H 0.109
6 H 0.094
7 H 0.065
8 H 0.047

No. 7
Here is C17H18N2O5S in the gas phase from the Open Molecules 2025 dataset. Energies are from wB97M-V/def2-TZVPD.

```
! wB97M-V def2-TZVPD RIJCOSX def2/J DEFGRID3
* xyz 0 1
C -4.4663 -4.0282 -3.1840
O -3.2491 -3.3727 -2.9165
C -3.2852 -2.1421 -2.3488
C -4.4432 -1.4711 -1.9907
C -4.3755 -0.1995 -1.4141
O -5.5794 0.3612 -1.1229
C -5.6054 1.6432 -0.5406
C -3.1461 0.3961 -1.1767
C -1.9818 -0.2871 -1.5329
C -0.6370 0.2975 -1.3126
O 0.3498 0.0328 -1.9775
N -0.5644 1.2164 -0.3099
N 0.6852 1.7391 0.0219
C 0.9335 2.1495 1.2876
O 0.0499 2.1845 2.1221
C 2.3718 2.5477 1.5223
C 3.2149 1.3027 1.8084
C 4.6842 1.6630 1.9663
O 5.0961 2.7941 1.8283
C 5.5691 0.5525 2.2869
C 5.3036 -0.7847 2.4632
C 6.4525 -1.5326 2.7602
C 7.5769 -0.7609 2.8074
S 7.2617 0.8874 2.4911
C -2.0468 -1.5368 -2.1217
H -4.1940 -4.9796 -3.6378
H -5.0841 -3.4566 -3.8835
H -5.0323 -4.2133 -2.2657
H -5.4244 -1.8874 -2.1472
H -6.6588 1.8809 -0.4025
H -5.1493 2.3917 -1.1960
H -5.1027 1.6536 0.4316
H -3.0817 1.3867 -0.7588
H -1.2241 1.2947 0.4544
H 1.3856 1.5281 -0.6799
H 2.7737 3.0684 0.6527
H 2.4170 3.2183 2.3805
H 2.8695 0.8194 2.7246
H 3.1274 0.5797 0.9931
H 4.3223 -1.2157 2.3814
H 6.4493 -2.5941 2.9310
H 8.5804 -1.0783 3.0125
H -1.1425 -2.0482 -2.4072
*
```

Output
LUMO ... -0.0262 eV
SMILES string ... COc1cc(OC)cc(C(=O)NNC(=O)CCC(=O)c2cccs2)c1
Frontier orbital gap ... 8.6 eV
HOMO energy ... -8.66 eV

Atomic partial charges in e from the Löwdin method, atoms 1 to 8:
1 C -0.084
2 O -0.071
3 C -0.258
4 C 0.066
5 C -0.260
6 O -0.077
7 C -0.083
8 C 0.021

No. 8
Here is 2 unconnected molecules or ions with the total composition C3H3O3S2 from the Open Molecules 2025 dataset. Energies are from wB97M-V/def2-TZVPD.

```
! wB97M-V def2-TZVPD RIJCOSX def2/J DEFGRID3
* xyz -1 1
C 0.0174 1.2900 0.4305
C -0.1430 -1.0875 1.1712
C -0.1052 0.3713 -0.5769
O -1.2896 -1.2571 1.4982
O 1.1180 1.8318 0.7601
O 1.0199 -1.3042 1.1706
S -1.6328 0.0106 -1.5864
S 1.2442 0.2766 -1.7960
H -0.9003 1.3292 1.0196
H -1.4644 -1.2692 -1.1443
H 2.1359 -0.1915 -0.9467
*
```

Output
LUMO ... 3.2592 eV
Frontier orbital gap ... 7.0 eV
HOMO energy ... -3.70 eV

Atomic partial charges in e from the Löwdin method, atoms 1 to 8:
1 C -0.515
2 C -0.529
3 C -1.010
4 O 0.071
5 O -0.124
6 O 0.102
7 S 0.584
8 S 0.632

Total energy values (in a.u.) by entry order: -3155.9674; -1183.6830; -292.7024; -622.0248; -435.3922; -382.9284; -1542.4942; -1138.2445.
Largest force on an atom values (in eV/Å) by entry order: 1.0; 1.4; 2.6; 2.4; 5.4; 1.7; 0.9; 3.6.
ΔE to the lowest compared entry with this formula, charge and spin values (in kcal per mole) by entry order: 4.7; 0.0; 0.0; 13.1; 76.0; 52.4; 44.0; 10.7.